[1]
Density functional theory data (wB97M-V/def2-TZVPD) for a structure of composition C20H23BrCl2F16K2MgNNaO9PSi2 at a distorted geometry.

Cartesian coordinates (Å):
C -4.02666 1.67787 1.30556
C -2.95989 1.35426 0.28454
C -2.70276 0.02184 0.01245
C -1.75366 -0.29313 -0.95612
C -1.06576 0.68395 -1.62969
C -1.32436 2.09413 -1.34924
C -0.67622 3.29888 -2.04395
Si 1.02471 3.89958 -1.37463
O 1.19824 5.46433 -1.79390
Si 1.66982 5.69464 -3.42020
P 0.10071 6.94667 -4.49073
O -1.35773 5.90885 -4.56225
Br 0.85779 7.28566 -6.55506
C 1.17606 3.86035 0.57997
F 0.47669 2.81233 1.22606
F 0.62750 4.99414 1.04651
C 2.69358 3.90771 0.94390
F 3.20988 4.95997 0.30495
F 2.83475 4.16863 2.24847
C 3.58868 2.64421 0.49968
F 4.52410 2.48930 1.43204
F 2.93070 1.45311 0.40400
F 4.23254 2.87701 -0.61723
C -2.28243 2.35605 -0.38472
H -4.81756 0.91638 1.28097
H -4.50568 2.62633 1.03908
H -3.59426 1.77996 2.30253
H -3.25951 -0.75685 0.52166
H -1.58986 -1.33792 -1.18504
H -0.34002 0.39717 -2.38690
H -1.41129 4.14873 -1.99396
H -0.48641 2.98318 -3.08139
H 2.13541 3.17988 -2.01514
H 2.90042 6.46940 -3.42231
H 1.89925 4.38627 -4.11142
H -1.41056 5.57482 -5.47466
H -2.52136 3.38823 -0.14906
N 5.55521 0.21325 3.13495
O 5.16737 -0.32970 2.14462
O 4.85475 0.83797 3.88473
O 6.91364 0.11146 3.45967
Na 0.66734 1.43141 -0.11674
Mg -2.41894 4.67331 -3.31021
Cl 1.96125 -1.07692 -1.77432
F 7.30964 1.29128 2.46995
Cl 2.25536 8.37831 -2.56945
K -3.02165 1.96833 3.73386
C -8.64138 -0.98002 4.79693
C -7.59869 -1.92780 4.24731
C -6.92513 -1.44931 2.97991
O -6.58237 -2.66121 2.31349
C -7.48525 -3.62628 2.75617
O -7.60094 -4.68681 2.26625
O -8.19297 -3.15888 3.80935
H -8.27840 0.04913 4.80131
H -9.56369 -1.03502 4.21731
H -8.89622 -1.24992 5.81968
H -6.86018 -2.16159 5.01717
H -6.03365 -0.85792 3.18253
H -7.59173 -0.87686 2.33789
C 5.12386 -5.05891 -0.19808
C 6.21891 -5.90181 -0.87854
C 6.43463 -5.69475 -2.38014
F 5.34419 -6.02331 -3.09603
F 7.44346 -6.49434 -2.80210
F 6.00164 -7.20855 -0.61224
F 7.39293 -5.57163 -0.26812
O 3.86240 -5.67597 0.02511
C 2.90144 -5.65685 -0.96184
C 2.52526 -7.06719 -1.42161
F 3.59146 -7.71119 -1.92861
F 1.58733 -6.99699 -2.39486
F 3.27837 -4.87293 -1.97747
F 1.80319 -5.08381 -0.41358
H 5.49850 -4.86506 0.80578
H 5.01638 -4.07665 -0.65846
H 6.70593 -4.65800 -2.59691
H 2.13107 -7.65050 -0.58680
K -7.84917 -0.92368 0.30738

Computed properties:
Frontier orbital gap (Ha): 0.07857
HOMO energy (eV): -7.4
Net charge: +1

[2]
Density functional theory data (wB97M-V/def2-TZVPD) for a structure of composition C20H23BrN2SbTi.

Cartesian coordinates (Å):
Ti -0.14020 0.35965 0.04095
C 0.68498 0.72341 4.30419
C 0.30775 -0.52046 4.80059
C -0.15340 -1.49650 3.93907
C -0.24431 -1.22522 2.57759
N 0.13529 -0.01953 2.11576
C 0.58391 0.93032 2.94908
C -0.71088 -2.15515 1.53651
C -1.21786 -3.40621 1.87669
C -1.65678 -4.27525 0.89256
C -1.59092 -3.89104 -0.43499
C -1.08668 -2.63919 -0.76991
C -0.63626 -1.73071 0.18722
H 1.04632 1.50781 4.95204
H 0.37633 -0.72692 5.86026
H -0.44006 -2.46322 4.32320
H 0.85595 1.87497 2.49262
H -1.28252 -3.71302 2.91209
H -2.04964 -5.24594 1.16302
H -1.93119 -4.56164 -1.21353
H -1.06325 -2.38501 -1.82054
C 5.36899 1.90540 -0.66556
C 3.87034 1.93847 -0.57181
C 3.14885 3.13113 -0.74869
C 1.76801 3.16510 -0.67706
C 1.10976 1.96947 -0.40410
Br -2.22699 1.49558 0.10280
N 1.81457 0.85721 -0.22585
C 3.14986 0.78908 -0.30579
H 5.76939 2.89282 -0.88437
H 5.69566 1.22441 -1.45197
H 5.80957 1.56041 0.27023
H 3.69994 4.04200 -0.95294
H 1.22063 4.08535 -0.82570
H 3.61698 -0.17598 -0.15316
C -2.25690 0.23554 -3.61156
Sb -0.29932 0.09140 -2.80772
C 0.68055 1.71832 -3.76011
C 0.49673 -1.53127 -3.93419
H -2.22534 0.21089 -4.69917
H -2.70409 1.16863 -3.27472
H -2.85895 -0.59376 -3.24416
H 0.54749 1.65931 -4.83903
H 1.74421 1.69069 -3.52600
H 0.26006 2.65283 -3.39366
H 0.44947 -1.28123 -4.99291
H -0.07492 -2.43910 -3.75905
H 1.53310 -1.70641 -3.65191

Computed properties:
Frontier orbital gap (Ha): 0.28493
HOMO energy (eV): -11.6
Net charge: +1

[3]
Density functional theory data (wB97M-V/def2-TZVPD) for a structure of composition C20H23BrN4O2PtS2 at a distorted geometry.

Cartesian coordinates (Å):
Pt 0.57241 -1.21340 0.67066
C -0.13829 -0.29697 3.41267
C 0.40047 0.94989 2.68316
N 1.39662 0.57916 1.65067
C 2.75849 0.29554 2.17209
C 3.40661 -0.83405 1.38732
N 2.46630 -1.96481 1.14519
C 2.26236 -2.92427 2.26692
C 1.36475 -2.31536 3.33224
N 0.22279 -1.56723 2.70535
H -1.22245 -0.22587 3.45371
H 0.22146 -0.36402 4.43859
H 0.82859 1.66196 3.39033
H -0.42032 1.43366 2.16591
H 1.43583 1.32567 0.96205
H 2.68044 0.06480 3.23154
H 3.38571 1.18450 2.09767
H 4.29722 -1.19889 1.90243
H 3.71253 -0.46791 0.40682
H 2.82349 -2.49349 0.35037
H 3.21423 -3.23500 2.70164
H 1.78979 -3.80571 1.83751
H 1.90190 -1.63061 3.98141
H 0.98164 -3.11389 3.96780
H -0.59651 -2.17077 2.68508
S -0.12147 -3.28498 -0.14773
C 0.04931 -2.38747 -1.61732
N 0.59857 -1.22050 -1.37191
C 0.54486 -0.36222 -2.47435
C 0.94821 0.96483 -2.53593
C 0.79978 1.62752 -3.73724
C 0.27109 0.97707 -4.85789
C -0.13044 -0.34315 -4.79945
C -0.00059 -1.00824 -3.58480
S -0.48830 -2.64913 -3.19813
H 1.35651 1.45824 -1.66294
H 1.09400 2.66483 -3.81685
H 0.17126 1.51973 -5.78747
H -0.54585 -0.83980 -5.66553
Br -4.98661 4.89322 -1.96517
C -4.07210 3.33260 -1.46517
C -4.59950 2.09194 -1.79845
C -3.91928 0.94429 -1.43301
C -2.71998 1.03489 -0.73081
C -2.20477 2.28690 -0.40065
C -2.87478 3.43938 -0.76751
C -2.01789 -0.22693 -0.40075
O -2.27640 -1.29893 -0.88362
O -1.02639 -0.06359 0.51048
H -5.53308 2.02889 -2.33928
H -4.31290 -0.03085 -1.68548
H -1.26829 2.36385 0.13630
H -2.48104 4.41466 -0.51852

Computed properties:
Frontier orbital gap (Ha): 0.21859
HOMO energy (eV): -13.4
Net charge: +2

[4]
Density functional theory data (wB97M-V/def2-TZVPD) for a structure of composition C20H23CaF5N2S5.

Cartesian coordinates (Å):
Ca -0.36226 -0.96048 0.80207
C -1.11172 2.70436 -2.61506
C -1.39683 3.93885 -1.77095
S -1.95153 3.57514 -0.07743
C -0.88238 4.68413 0.87999
C 0.62479 4.50318 0.71929
S 1.14564 2.75703 0.95917
C 2.24237 2.50077 -0.46387
C 1.61619 2.58244 -1.85348
S 0.14404 1.52304 -2.04215
H -0.85210 3.03382 -3.62544
H -2.00461 2.08059 -2.68678
H -2.16993 4.52325 -2.27646
H -0.51176 4.57011 -1.70346
H -1.16700 4.47870 1.91301
H -1.14860 5.72434 0.66919
H 1.12318 5.12752 1.46508
H 0.96393 4.84498 -0.25909
H 2.62483 1.49600 -0.28119
H 3.08563 3.19262 -0.39917
H 2.36124 2.26187 -2.58592
H 1.34531 3.60988 -2.10397
F 3.87283 -3.40984 -5.25693
C 3.26911 -3.43514 -4.04607
C 2.27469 -2.50968 -3.73662
F 1.92875 -1.59074 -4.66034
C 1.67348 -2.54492 -2.50318
F 0.69816 -1.67475 -2.21411
C 2.00154 -3.49124 -1.50486
S 1.15646 -3.54265 -0.02617
C 3.00520 -4.40409 -1.86285
F 3.38405 -5.35935 -0.99727
C 3.62144 -4.38117 -3.09723
F 4.57140 -5.29212 -3.39949
S 4.00554 0.57444 3.08564
C 2.71869 0.16315 2.19092
N 1.79191 -0.09298 1.52462
C -2.61104 0.53095 3.37612
C -2.55962 -0.96596 3.42557
C -3.40413 -1.83659 4.09309
C -2.94972 -3.13652 3.78494
C -1.85548 -2.98021 2.94763
C -1.01900 -4.04744 2.33501
N -1.61506 -1.65433 2.72970
H -3.18119 0.93105 4.21819
H -3.07871 0.89418 2.45363
H -1.60088 0.94964 3.42273
H -4.23530 -1.56304 4.73018
H -3.36035 -4.07609 4.13308
H -1.17222 -4.99457 2.85927
H 0.04072 -3.80791 2.40203
H -1.25007 -4.21269 1.27909
C -2.22033 -0.51112 -0.89441
H -3.08526 -1.16684 -0.72366
H -1.93391 -0.63110 -1.94842
H -2.60015 0.51752 -0.78320

Computed properties:
Frontier orbital gap (Ha): 0.19307
HOMO energy (eV): -1.5
Net charge: -2

Number 1: E_tot -9082.0784 a.u.. Number 2: E_tot -4548.9847 a.u.. Number 3: E_tot -4634.6336 a.u.. Number 4: E_tot -4053.3876 a.u..